# 1
Computed, not measured: a single C8H12N2 molecule at a distorted geometry, with the ωB97M-V functional and the def2-TZVPD basis.

```
22
C8H12N2, DFT the ωB97M-V functional and the def2-TZVPD basis
N -0.659 0.478 -0.946
N 2.031 -0.164 -0.309
C -0.252 0.277 0.309
C 0.272 0.423 -1.917
C 1.607 -0.400 2.002
C -2.006 -0.880 1.507
C -1.235 0.406 1.448
C -0.156 0.760 -3.234
C 1.600 0.137 -1.561
C 1.104 -0.028 0.607
H -2.634 -1.007 0.617
H 1.820 0.432 2.743
H 0.803 -1.068 2.411
H -1.327 -1.790 1.590
H 0.668 0.543 -3.886
H -0.359 1.837 -3.285
H -0.685 0.597 2.382
H 2.587 -1.034 1.813
H -1.821 1.396 1.256
H 2.327 -0.070 -2.422
H -2.677 -1.013 2.464
H -1.010 0.171 -3.590
```

For the HOMO energy, the calculation gives -9.042 eV. As for the spin multiplicity: 1. The SMILES is CCc1nc(C)cnc1C. As for the total charge: 0. The energy relative to the best compared isomer or geometry (same formula, charge and spin) is 23.81 kcal/mol.

***

# 2
Computed, not measured: a molecular structure, C37H54N3OP2Sr at a distorted geometry, with the ωB97M-V functional and the def2-TZVPD basis.

```
98
C37H54N3OP2Sr, DFT the ωB97M-V functional and the def2-TZVPD basis
Sr 0.562 -0.469 0.254
P 1.098 0.989 -2.074
P -0.812 -0.292 2.702
O -0.672 -3.825 -0.974
N -1.819 -0.018 -0.740
N -0.027 2.036 0.681
N 3.014 -1.202 0.649
C -4.149 0.855 -1.534
C 2.893 1.608 -1.879
C 4.472 -4.997 -0.285
C 5.334 -3.890 -0.333
C 3.115 -4.864 0.056
C -2.697 -0.198 2.760
C 3.092 2.803 -2.804
C 0.654 0.067 -3.690
C -3.314 -1.319 1.900
C -3.163 -0.305 4.209
C -0.039 -1.697 3.782
C -4.821 0.120 -2.531
C 1.136 0.914 -4.863
C 1.305 -1.330 -3.680
C 0.038 2.358 2.017
C 0.062 2.974 -0.276
C -6.053 2.382 -1.487
C -4.789 2.005 -1.019
C -6.083 0.519 -2.985
C 0.290 3.706 2.362
C -3.085 1.188 2.205
C -2.860 0.428 -1.067
C 3.129 2.081 -0.428
C -0.378 -2.750 -0.684
C 0.309 4.700 1.398
C 0.168 4.327 0.049
C 3.860 0.459 -2.223
C 2.634 -3.593 0.383
C 0.062 2.514 -1.764
C 1.426 -1.937 3.398
C -0.073 -1.189 5.218
C -6.710 1.649 -2.470
C -0.157 1.310 3.017
C 4.831 -2.622 -0.035
C 3.493 -2.512 0.341
C -0.870 -0.119 -3.767
C -0.817 -3.007 3.564
H 2.927 2.554 -3.858
H 3.836 0.171 -3.279
H -1.081 -0.957 5.574
H -2.825 1.982 2.921
H 0.538 -0.282 5.317
H 3.650 -0.443 -1.640
H 2.875 1.337 0.343
H -2.663 0.435 4.845
H -0.965 2.216 -2.025
H 1.566 -3.428 0.629
H -4.384 -1.121 1.762
H -4.244 -0.107 4.257
H 4.894 0.748 -1.994
H 4.196 2.318 -0.294
H -4.276 2.596 -0.251
H 2.021 -1.012 3.391
H 0.413 3.931 3.417
H -1.411 0.833 -3.723
H -1.143 -0.624 -4.709
H 1.910 -2.608 4.123
H 2.422 3.630 -2.544
H 5.449 -1.711 -0.057
H 0.096 1.571 4.056
H -0.326 -3.830 4.101
H -4.336 -0.777 -2.940
H -0.833 -3.296 2.506
H 2.447 -5.718 0.075
H 2.559 2.987 -0.195
H -7.685 1.952 -2.827
H -1.237 -0.744 -2.948
H 1.002 -1.874 -4.586
H -3.207 -2.306 2.359
H -2.560 1.395 1.269
H -4.167 1.240 2.001
H -6.582 -0.067 -3.756
H 3.642 -0.473 0.339
H 0.976 -1.933 -2.822
H 0.353 -1.949 5.891
H 0.405 5.751 1.661
H -1.853 -2.969 3.910
H 4.871 -5.999 -0.517
H 1.513 -2.466 2.440
H 0.348 3.320 -2.464
H 2.397 -1.296 -3.667
H 2.867 -1.069 1.655
H -2.998 -1.302 4.632
H 4.124 3.175 -2.708
H 0.131 5.062 -0.741
H 0.773 0.495 -5.813
H 2.229 0.950 -4.930
H -6.528 3.270 -1.072
H 0.757 1.942 -4.799
H -2.860 -1.368 0.910
H 6.392 -3.990 -0.582
```

For the HOMO energy, the calculation gives -8.346 eV. As for the spin multiplicity: 1. As for the total charge: +1. The energy relative to the best compared isomer or geometry (same formula, charge and spin) is 28.25 kcal/mol.

***

# 3
Computed, not measured: 4 unconnected molecules or ions with the total composition C28H32FNO12S at a distorted geometry, with the ωB97M-V functional and the def2-TZVPD basis.

```
75
C28H32FNO12S, DFT the ωB97M-V functional and the def2-TZVPD basis
S -1.902 -1.500 -0.082
F -6.214 -2.940 -4.594
O -1.706 2.972 -1.523
O 2.601 -1.208 -1.890
O -1.054 -3.330 5.041
O -1.424 1.234 -2.926
O 0.145 -3.950 4.778
O 1.809 -4.376 0.287
O 6.674 2.723 1.186
O 4.848 -0.975 -1.882
O 5.154 3.843 2.424
O 0.365 2.311 -2.111
O 3.552 0.673 -1.086
O 5.385 4.324 0.245
N -1.868 1.392 1.392
C 0.492 -3.729 0.252
C 5.819 3.551 1.276
C -0.297 0.745 -3.644
C 5.703 0.147 -1.668
C -0.303 -3.669 1.725
C 4.390 5.022 2.185
C -0.989 2.243 -2.129
C 0.253 -1.869 3.488
C -0.408 -2.194 2.204
C -6.356 -1.767 -3.781
C 0.853 1.142 -2.765
C -1.114 -1.104 1.504
C -1.223 0.264 2.015
C 1.075 -2.908 4.329
C -5.047 1.937 -0.703
C 1.842 -2.791 0.189
C -4.217 -0.377 -1.222
C -5.222 0.681 -1.466
C -5.895 -2.095 -2.313
C 0.165 -0.504 4.047
C -3.117 -0.164 -0.281
C -4.388 -1.724 -2.014
C 4.895 1.007 -0.741
C -3.940 2.141 0.246
C 4.218 5.012 0.692
C 3.576 -0.565 -1.643
C -0.558 0.531 3.313
C -2.932 1.072 0.476
H -5.761 -0.934 -4.244
H 5.082 2.069 -0.889
H -7.458 -1.523 -3.802
H -0.263 1.229 -4.624
H 1.919 -3.371 3.747
H 6.651 -0.163 -1.231
H -0.145 -3.800 -0.707
H -1.156 -3.170 6.000
H 1.757 1.363 -3.333
H 1.083 0.389 -2.014
H -5.774 2.773 -0.880
H -3.857 -1.592 -3.005
H 3.440 4.984 2.716
H -0.589 1.549 3.783
H 2.103 -2.875 -0.881
H 4.958 5.888 2.537
H 0.401 -4.302 2.316
H 4.172 6.015 0.269
H -3.874 3.133 0.763
H -0.363 -0.334 -3.784
H 3.335 4.453 0.376
H -6.598 -1.670 -1.540
H 2.544 -2.785 1.052
H -1.218 2.089 1.029
H 0.661 -0.268 5.018
H 5.061 0.761 0.310
H 1.546 -2.384 5.209
H -1.293 -4.147 1.520
H -6.056 0.565 -2.199
H 5.898 0.632 -2.628
H -5.983 -3.214 -2.204
H -3.865 -2.586 -1.508
```

For the HOMO energy, the calculation gives -7.393 eV. As for the spin multiplicity: 1. The SMILES is OOCc1ccc2c(c1C[C@H]1CO1)Sc1c(CCCF)cccc1N2.O=C1OCCO1.O=C1OCCO1.O=C1OCCO1. As for the total charge: 0.

***

# 4
Computed, not measured: a molecular structure, C3H8FORb2 at a distorted geometry, with the ωB97M-V functional and the def2-TZVPD basis.

```
15
C3H8FORb2, DFT the ωB97M-V functional and the def2-TZVPD basis
Rb 0.009 -3.565 0.800
Rb 0.748 -1.877 4.648
F 0.697 -1.126 2.015
O 1.422 -0.040 -0.259
C 0.301 0.501 -0.961
C -0.888 -0.458 -0.888
C -0.072 1.865 -0.457
H 0.825 2.462 -0.318
H 1.159 -0.351 0.642
H -0.717 2.394 -1.163
H 0.621 0.545 -2.007
H -1.672 -0.199 -1.595
H -0.603 1.763 0.491
H -0.509 -1.467 -1.070
H -1.321 -0.448 0.125
```

For the HOMO energy, the calculation gives -11.697 eV. As for the spin multiplicity: 1. As for the total charge: +1. The energy relative to the best compared isomer or geometry (same formula, charge and spin) is 8.30 kcal/mol.

***

# 5
Computed, not measured: 2 unconnected molecules or ions with the total composition C6H16N3OS at a distorted geometry, with the ωB97M-V functional and the def2-TZVPD basis.

```
27
C6H16N3OS, DFT the ωB97M-V functional and the def2-TZVPD basis
S -2.354 -2.165 0.133
O -4.846 0.547 -1.009
N -5.130 1.439 1.035
N -3.201 0.241 0.512
N -2.601 -0.571 -0.434
C -0.758 0.243 -0.915
C 1.619 0.247 -0.336
C -4.393 0.737 0.195
C 0.259 -0.454 -0.112
C 2.730 -0.442 0.452
C 4.062 0.267 0.244
H 1.860 0.236 -1.399
H 3.984 1.317 0.510
H -0.806 0.023 -1.970
H -2.418 -2.698 -1.088
H -6.023 1.786 0.710
H 4.828 -0.185 0.865
H -4.197 0.002 -1.513
H 0.349 -1.498 -0.409
H 2.816 -1.482 0.133
H -2.837 0.295 1.461
H 2.478 -0.439 1.515
H 0.026 -0.409 0.954
H 4.379 0.200 -0.793
H 1.542 1.288 -0.017
H -0.983 1.267 -0.653
H -4.862 1.607 1.991
```

For the HOMO energy, the calculation gives -12.261 eV. As for the spin multiplicity: 1. As for the total charge: +1.

***

# 6
Computed, not measured: 2 unconnected molecules or ions with the total composition C6H12N2 at a distorted geometry, with the ωB97M-V functional and the def2-TZVPD basis.

```
20
C6H12N2, DFT the ωB97M-V functional and the def2-TZVPD basis
N 1.842 -1.001 0.764
N 0.490 -0.168 -0.750
C -1.529 1.395 1.653
C 0.182 -1.990 -2.348
C 1.663 -1.967 -0.184
C -1.573 2.516 0.642
C 1.184 0.109 0.306
C 0.830 -1.465 -1.126
H -0.598 0.847 1.734
H -0.853 -1.677 -2.377
H -1.829 1.774 2.646
H 0.621 -1.575 -3.261
H 2.084 -2.964 -0.150
H -1.061 3.392 1.063
H -2.593 2.758 0.335
H -2.287 0.604 1.662
H -0.918 2.378 -0.215
H 2.636 -0.995 1.386
H 1.388 1.087 0.709
H 0.323 -3.059 -2.489
```

For the HOMO energy, the calculation gives -8.609 eV. As for the spin multiplicity: 1. The SMILES is Cc1c[nH]cn1.CC. As for the total charge: 0. The energy relative to the best compared isomer or geometry (same formula, charge and spin) is 13.68 kcal/mol.

***

# 7
Computed, not measured: a single C4H4N2O molecule at a distorted geometry, with the ωB97M-V functional and the def2-TZVPD basis.

```
11
C4H4N2O, DFT the ωB97M-V functional and the def2-TZVPD basis
O -1.553 0.574 -2.447
N -0.013 -0.443 0.052
N -0.135 -2.171 1.758
C -0.042 1.721 -0.897
C -0.790 1.216 -1.830
C 0.382 0.760 0.056
C 0.394 -1.501 0.843
H 0.404 2.653 -0.964
H -1.163 -1.959 2.117
H 1.188 1.153 0.837
H 1.327 -2.003 0.475
```

For the HOMO energy, the calculation gives -9.369 eV. As for the spin multiplicity: 1. The SMILES is [H]/N=C\N=C\C=C=O. As for the total charge: 0. The energy relative to the best compared isomer or geometry (same formula, charge and spin) is 60.37 kcal/mol.

***

# 8
Computed, not measured: 2 unconnected molecules or ions with the total composition C8H10ClOPS at a distorted geometry, with the ωB97M-V functional and the def2-TZVPD basis.

```
22
C8H10ClOPS, DFT the ωB97M-V functional and the def2-TZVPD basis
Cl -3.976 0.854 0.798
S -2.019 -1.189 -1.099
P -2.534 0.751 -0.652
O -3.419 1.187 -2.017
C 1.036 2.139 -0.772
C 1.303 -0.325 -1.094
C 1.154 -1.792 1.016
C 1.236 0.989 -1.579
C 1.271 -0.434 0.305
C 1.110 0.698 0.985
C 0.013 -1.723 2.010
C 1.001 1.998 0.596
H -3.135 0.528 -2.635
H 0.930 -2.427 0.269
H 0.859 3.060 -1.063
H -0.811 -1.369 1.418
H 0.363 -1.141 2.842
H 1.436 -1.184 -1.785
H 1.131 1.126 -2.673
H 2.047 -1.957 1.592
H 1.117 2.865 1.160
H -0.112 -2.654 2.380
```

For the HOMO energy (spin up / spin down), the calculation gives -9.106 / -8.565 eV. As for the spin multiplicity: 1. As for the total charge: 0. The energy relative to the best compared isomer or geometry (same formula, charge and spin) is 102.49 kcal/mol.

***

# 9
Computed, not measured: a molecular structure, C5H6O at a distorted geometry, with the ωB97M-V functional and the def2-TZVPD basis.

```
12
C5H6O, DFT the ωB97M-V functional and the def2-TZVPD basis
O 1.438 0.536 -1.040
C 0.665 0.885 0.154
C 0.435 -0.540 0.672
C -0.581 0.514 -0.614
C -1.102 -0.337 0.699
C 0.466 -0.546 -0.861
H -0.252 1.130 -1.545
H 0.885 1.809 0.691
H -1.487 0.216 1.567
H -1.704 -1.245 0.548
H 0.444 -1.374 -1.573
H 1.091 -1.106 1.342
```

For the HOMO energy, the calculation gives -9.284 eV. As for the spin multiplicity: 1. As for the total charge: 0. The energy relative to the best compared isomer or geometry (same formula, charge and spin) is 126.52 kcal/mol.

***

# 10
Computed, not measured: a single C15H16N2O2 molecule at a distorted geometry, with the ωB97M-V functional and the def2-TZVPD basis.

```
35
C15H16N2O2, DFT the ωB97M-V functional and the def2-TZVPD basis
O -4.317 1.867 -0.326
O -4.613 -0.391 0.164
N 0.923 -1.797 -1.218
N 3.368 2.395 0.550
C -0.731 0.994 0.523
C -3.095 1.158 0.049
C 2.347 -1.397 -1.340
C 0.059 -1.215 1.132
C -0.947 -0.609 0.686
C 3.793 1.378 1.095
C 2.598 2.305 -0.499
C -1.785 1.726 -0.086
C -2.290 -1.027 0.759
C -3.222 -0.312 0.294
C 2.722 -0.259 -0.751
C 3.461 -0.005 0.566
C 2.206 1.009 -1.146
C 0.460 -2.147 0.161
C -5.226 0.756 -0.488
H 2.192 3.176 -1.015
H 2.942 -2.229 -0.885
H 0.321 1.344 0.589
H 1.620 0.941 -1.959
H -2.346 -1.896 0.862
H 1.324 -3.060 0.595
H -0.455 -2.977 0.042
H -5.638 0.717 -1.333
H 0.401 -1.123 -1.446
H 1.050 -0.889 1.467
H 2.624 -1.267 -2.336
H -0.086 -1.699 2.101
H -1.596 2.948 -0.437
H 3.805 -0.815 1.117
H -6.028 1.117 0.487
H 4.156 1.284 2.028
```

For the HOMO energy, the calculation gives -7.693 eV. As for the spin multiplicity: 1. The SMILES is c1cc(CNCCc2ccc3c(c2)OCO3)ccn1. As for the total charge: 0. The energy relative to the best compared isomer or geometry (same formula, charge and spin) is 330.99 kcal/mol.

***

# 11
Computed, not measured: 8 unconnected molecules or ions with the total composition C30H38F21NO14 at a distorted geometry, with the ωB97M-V functional and the def2-TZVPD basis.

```
104
C30H38F21NO14, DFT the ωB97M-V functional and the def2-TZVPD basis
F 22.091 -20.029 17.823
F 15.252 -29.377 19.995
F 17.289 -27.804 29.191
F 14.915 -27.246 19.811
F 20.922 -27.204 21.309
F 17.753 -17.921 25.759
F 17.528 -21.921 22.398
F 23.576 -18.816 18.874
F 16.912 -28.186 27.159
F 16.547 -28.093 18.596
F 20.783 -21.722 24.455
F 15.800 -18.729 25.447
F 21.424 -18.363 18.857
F 22.536 -25.798 20.652
F 17.335 -23.953 22.032
F 15.670 -26.768 28.203
F 19.285 -21.717 26.003
F 17.522 -20.002 25.156
F 22.804 -27.224 22.258
F 21.035 -22.881 26.306
F 17.862 -22.793 20.542
O 14.748 -22.166 21.962
O 22.344 -20.878 27.193
O 18.369 -19.389 27.882
O 16.037 -19.611 28.115
O 17.530 -28.660 21.512
O 20.892 -26.024 23.821
O 22.530 -19.689 21.261
O 17.259 -24.944 27.192
O 20.628 -19.469 26.329
O 16.804 -26.498 21.244
O 15.300 -22.805 19.798
O 19.124 -26.292 27.518
O 21.326 -21.200 20.101
O 21.340 -24.283 22.464
N 17.897 -24.622 24.091
C 17.748 -26.071 22.155
C 16.994 -19.058 25.914
C 20.981 -18.287 27.032
C 17.863 -26.110 27.648
C 18.971 -25.412 21.560
C 21.900 -26.472 21.726
C 15.623 -22.587 21.183
C 14.280 -22.309 17.633
C 18.877 -21.322 29.460
C 18.730 -19.756 29.161
C 15.837 -28.183 19.805
C 22.321 -19.335 18.917
C 17.450 -22.466 27.278
C 20.592 -21.796 25.776
C 14.068 -22.435 19.165
C 18.029 -23.486 24.270
C 20.873 -25.020 26.020
C 21.333 -17.096 26.162
C 18.042 -23.815 26.956
C 17.115 -22.807 21.589
C 16.772 -27.814 20.969
C 20.059 -21.417 22.222
C 22.094 -20.177 20.207
C 18.203 -22.004 24.485
C 21.411 -25.447 22.724
C 20.923 -22.025 21.166
C 16.894 -27.250 28.052
C 17.061 -19.410 27.434
C 21.336 -20.687 26.486
C 20.054 -25.347 24.785
H 20.450 -16.868 25.564
H 20.306 -22.862 20.839
H 19.711 -26.087 21.129
H 19.585 -24.852 22.265
H 19.388 -21.946 28.726
H 13.287 -22.132 17.221
H 19.680 -19.246 29.317
H 19.194 -21.536 30.481
H 21.624 -25.782 26.228
H 21.772 -22.416 21.727
H 19.679 -24.467 24.263
H 18.044 -26.844 22.865
H 21.911 -18.579 27.520
H 17.677 -21.426 23.725
H 20.237 -17.983 27.768
H 13.359 -23.222 19.421
H 19.207 -26.023 24.909
H 17.355 -25.222 22.714
H 14.548 -23.196 17.058
H 17.971 -23.808 25.869
H 16.610 -22.411 26.586
H 22.217 -17.399 25.601
H 13.584 -21.515 19.492
H 21.413 -24.121 25.724
H 19.474 -22.120 22.815
H 21.641 -16.344 26.889
H 17.827 -21.557 29.289
H 19.043 -23.822 27.388
H 18.054 -19.225 29.831
H 17.074 -22.239 28.275
H 17.812 -21.730 25.465
H 19.248 -21.696 24.489
H 18.274 -21.795 27.035
H 14.849 -21.398 17.444
H 18.782 -24.827 20.660
H 19.327 -20.730 21.797
H 20.376 -25.053 26.989
H 20.703 -20.967 22.978
```

For the HOMO energy, the calculation gives -9.973 eV. As for the spin multiplicity: 1. The SMILES is CCOC(=O)C(F)(F)F.CCOC(=O)C(F)(F)F.CCOC(=O)C(F)(F)F.CCOC(=O)C(F)(F)F.CCOC(=O)C(F)(F)F.CCOC(=O)C(F)(F)F.CCOC(=O)C(F)(F)F.CC#N. As for the total charge: 0.